No. 1
ORCA calculation (the ωB97M-V functional and the def2-TZVPD basis) on an isolated molecule of C10H14O2 at a distorted geometry.

```
26
Properties=species:S:1:pos:R:3:forces:R:3
C 0.0283 -2.2533 2.9859 -1.0 1.1 -0.3
C -0.2238 -2.3105 1.4795 1.4 -1.0 1.4
C -0.2736 -3.4821 0.7008 -0.6 -3.2 0.1
C -0.3479 -3.1856 -0.6240 0.6 -2.3 1.9
O -0.2586 -1.8948 -0.6969 0.4 3.0 -2.6
C -0.1199 -1.3661 0.5352 -1.4 2.4 0.4
C -0.0882 0.1184 0.7132 0.6 1.1 1.8
O -0.4308 0.6682 1.7843 0.3 -1.5 -2.5
C 0.7319 0.9095 -0.2975 -1.2 0.2 -2.2
C 0.1167 2.2996 -0.7891 1.2 -1.9 -0.7
C 1.0017 3.0826 -1.8323 -0.3 -1.4 1.4
C -1.2509 2.1123 -1.4846 -0.7 0.5 -0.7
H 0.9820 -2.6851 3.2596 -0.2 -1.0 0.0
H -0.8737 -2.6154 3.5142 0.8 -0.4 -0.1
H 0.1562 -1.2450 3.3927 -0.3 0.2 -0.7
H -0.2564 -4.5386 0.9903 -0.1 0.6 0.4
H -0.2544 -3.9319 -1.4282 -0.4 1.3 0.0
H 1.6941 0.9511 0.1673 0.8 0.6 0.5
H 0.9303 0.3151 -1.2192 -0.4 0.1 0.6
H -0.0284 2.8639 0.1113 0.0 0.6 0.3
H 1.9065 3.4730 -1.4234 0.7 0.2 0.5
H 0.3765 3.9025 -2.0692 -0.4 1.0 -0.8
H 1.2772 2.4929 -2.7127 -0.4 0.0 0.1
H -1.7064 1.0934 -1.5589 0.5 0.7 0.7
H -1.9159 2.8122 -0.9102 0.0 -0.8 -1.1
H -1.1723 2.4135 -2.5881 -0.3 -0.1 1.6
```
Positions in Å, forces in eV/Å.

As for the spin multiplicity: 1.

---

No. 2
ORCA calculation (the ωB97M-V functional and the def2-TZVPD basis) on an isolated molecule of C10H14O2S2 at a distorted geometry.

```
28
Properties=species:S:1:pos:R:3:forces:R:3
C -2.0049 -1.1006 -0.5810 -2.5 -0.3 -1.4
C -2.2408 1.3821 -0.7437 -1.7 -0.4 0.6
C -0.8384 -0.5018 -0.2904 -0.6 0.6 1.5
C -1.0484 0.9361 -0.2679 1.1 0.8 -1.7
C 0.3069 -1.2222 0.3095 2.0 -1.5 -0.2
C -0.0538 1.9858 0.0028 0.6 1.4 2.3
C 1.6868 -0.6220 -0.1046 0.0 -2.0 -0.5
C 0.4165 -1.3943 1.8033 -2.3 2.0 2.1
C 0.4079 2.9696 -1.0243 0.3 -2.5 -1.0
C 0.2093 2.2408 1.2723 1.3 0.2 3.6
O 1.4021 -3.7266 0.3447 2.8 -1.4 1.4
O 0.4245 -2.9294 -1.7448 0.8 0.7 0.8
S -3.2605 0.0081 -1.0057 0.3 0.4 0.0
S 0.1898 -3.1789 -0.1166 -2.2 3.2 -2.1
H -2.4003 -2.1052 -0.7599 1.0 0.0 0.5
H -2.7118 2.4106 -0.7187 1.0 -1.4 -0.2
H 1.7584 -0.5577 -1.1728 -0.1 0.4 -0.7
H 2.5684 -1.2379 0.1850 -0.9 0.1 0.1
H 1.7907 0.3334 0.3456 0.1 0.8 0.3
H 0.3206 -0.4368 2.4251 0.0 -1.1 -1.1
H 1.3662 -1.7342 2.0117 2.2 -0.8 0.4
H -0.2274 -2.1221 2.3188 -0.4 0.2 -0.6
H -0.4917 3.3684 -1.3953 -1.0 1.4 -0.5
H 0.6735 2.2830 -1.8398 0.7 0.6 -0.4
H 1.1924 3.6849 -0.7626 -0.4 -0.3 0.1
H 0.9499 3.0651 1.6833 -1.6 -1.6 -1.2
H -0.1921 -3.3719 -2.3026 -0.9 -0.8 -0.5
H -0.1937 1.5737 2.1285 0.6 1.2 -1.6
```
Positions in Å, forces in eV/Å.

As for the spin multiplicity: 1.

---

| no. | total energy (Ha) | E_HOMO (eV) |
| --- | --- | --- |
| 1 | -539.85646 | -9.06 |
| 2 | -1336.18963 | -8.90 |